{"formula": "C5H13NO", "method": "ωB97M-V with the def2-TZVPD basis set", "elements": ["O", "N", "C", "C", "C", "C", "C", "H", "H", "H", "H", "H", "H", "H", "H", "H", "H", "H", "H", "H"], "coordinates": [[0.67, 2.69, -2.01], [-1.35, -1.01, -1.14], [1.01, 0.80, 2.71], [0.46, -0.55, 2.16], [-0.38, -1.35, -2.15], [-0.97, -0.71, 0.15], [0.26, -0.55, 0.65], [-0.50, -0.69, 2.66], [0.13, -2.31, -2.00], [1.24, -0.65, 0.20], [0.91, 2.30, -1.15], [0.37, -0.56, -2.09], [0.73, 1.61, 2.04], [-1.83, -0.59, 0.80], [0.60, 1.06, 3.68], [1.11, -1.39, 2.39], [-0.84, -1.30, -3.13], [-2.27, -1.40, -1.26], [2.10, 0.72, 2.72], [-0.29, 2.59, -1.93]], "e_lumo_ev": 0.89, "energy_ev": -8932.3847, "homo_lumo_gap_ev": 8.8, "multiplicity": 1}